{
  "formula": "C9H17N4O",
  "method": "wB97M-V/def2-TZVPD",
  "symbols": ["C", "C", "C", "C", "C", "C", "C", "C", "C", "N", "N", "N", "N", "O", "H", "H", "H", "H", "H", "H", "H", "H", "H", "H", "H", "H", "H", "H", "H", "H", "H"],
  "positions_angstrom": [[-0.33, 3.29, -0.05], [-1.09, 2.13, -0.20], [1.01, 3.15, 0.18], [-0.45, 0.94, -0.15], [0.96, 0.95, -0.01], [3.64, -1.34, -0.58], [-1.79, -0.34, -1.85], [3.05, -0.13, 0.07], [-1.14, -0.31, -0.47], [1.66, 2.02, 0.13], [-2.85, 0.14, 0.96], [-0.90, -1.48, 0.07], [-0.57, -1.68, 1.33], [1.65, -0.20, -0.05], [-0.76, 4.23, -0.15], [-2.08, 2.22, -0.12], [1.50, 4.18, 0.23], [3.80, -1.21, -1.69], [4.61, -1.70, -0.16], [2.84, -2.19, -0.39], [-1.91, -1.42, -2.25], [-2.80, 0.17, -2.01], [-1.01, 0.13, -2.45], [3.42, 0.76, -0.59], [3.45, 0.03, 1.07], [-3.69, -0.50, 1.00], [-2.23, 0.17, 1.78], [-1.26, -2.22, -0.40], [-3.38, 0.98, 0.73], [0.25, -2.29, 1.27], [-0.31, -0.84, 1.75]],
  "charge": 1,
  "relative_energy_ev": 1.778,
  "homo_lumo_gap_ev": 9.0358,
  "homo_ha": -0.46291,
  "lumo_energy_ev": -3.6,
  "total_energy_ha": -647.06825
}